Record 1
Entry from OMol25: 2 unconnected molecules or ions with the total composition C6H9F2N (the ωB97M-V functional and the def2-TZVPD basis).

Structure (XYZ):
```
18
Properties=species:S:1:pos:R:3:forces:R:3:lowdin_charge:R:1
C 2.177 -1.102 -0.185 0.3268 -0.0962 0.1448 -0.1983
C -0.543 -1.189 0.878 -0.6500 2.3423 0.2268 -0.0516
C -0.876 1.293 0.656 1.0135 4.2597 -1.2096 -0.1011
C -0.924 0.086 -1.494 0.1825 -0.2039 1.5902 -0.0201
C 1.880 0.213 -0.003 -3.6110 3.0484 1.9027 -0.3342
C -0.602 0.091 0.037 1.8544 -3.9825 -2.9376 -0.3146
N 2.103 -2.252 -0.223 0.4775 -0.9818 -0.2148 0.1794
F 1.971 0.854 1.257 0.6868 -1.2660 -2.0537 0.0285
F 1.883 1.141 -0.964 0.9772 -0.2191 0.0448 0.0809
H -1.478 -1.741 0.967 -0.3618 0.3638 0.3465 0.0932
H -0.037 -0.944 1.845 -0.8459 -0.3342 -0.5797 0.1102
H 0.072 -1.836 0.364 1.4079 -1.7713 -1.0502 -0.0009
H -1.838 1.745 0.432 -0.2161 -0.0725 -0.0354 0.1116
H -0.079 2.051 0.364 -0.9852 -0.4173 -0.1281 0.1320
H -0.701 1.192 1.635 0.0333 -0.0449 4.0507 0.0430
H -1.453 1.022 -1.700 -0.8082 -0.5678 0.0839 0.0759
H -0.104 0.244 -2.198 0.5557 -0.7365 0.4113 0.0755
H -1.451 -0.867 -1.668 -0.0373 0.6797 -0.5925 0.0905
```
Positions in Å, forces in eV/Å.

Output
**ΔE to the lowest compared entry with this formula, charge and spin**: 36.3 kJ/mol
**Total charge**: 0
**F_max**: 0.10277 Eh/bohr
**Frontier orbital gap (alpha / beta)**: 8.2 / 7.3 eV
**E_tot**: -13288.347 eV
**Molar mass**: 133.14 g/mol


Record 2
Entry from OMol25: a single C6H9F3N2O molecule (the ωB97M-V functional and the def2-TZVPD basis).

Structure (XYZ):
```
21
Properties=species:S:1:pos:R:3:forces:R:3:lowdin_charge:R:1
C -0.673 -0.873 1.475 -0.8876 -0.0001 -0.6606 -0.4865
C -0.199 0.737 -0.487 4.0983 -0.0506 -0.0465 -0.2956
C 0.980 -0.031 -1.163 -3.5066 0.8983 0.3833 0.1485
C -0.036 0.344 0.919 -3.5132 -3.5265 0.4454 -0.2606
C -0.175 2.228 -0.657 4.6276 -0.4644 -1.0651 -0.0386
C 0.812 -1.396 -1.511 -1.1211 -3.8119 -1.4912 -0.5328
N -1.598 -1.616 0.750 -0.3545 0.0861 0.5800 0.1659
N 0.692 0.884 1.865 2.9065 4.2747 -0.7742 0.1603
O -0.445 -1.133 2.644 -0.0175 -0.6069 1.0440 0.0189
F 0.907 -2.407 -0.522 0.4834 1.8761 -1.1421 0.0838
F -0.449 -1.629 -2.032 0.4683 0.3115 0.2481 0.0791
F 1.662 -1.769 -2.520 -0.1754 0.2017 1.0304 0.1080
H -1.095 0.465 -0.893 -2.3203 -1.5540 -0.7774 0.1069
H 1.941 0.251 -1.054 3.0172 1.3064 0.3420 0.0985
H -0.015 2.479 -1.720 -0.9801 0.2198 0.4334 0.1009
H 0.816 2.574 -0.217 -1.3083 0.1384 -0.1497 0.0967
H -0.993 2.555 -0.125 -1.7412 1.5850 0.6722 0.0675
H -1.683 -1.621 -0.214 0.4707 0.9329 -2.1178 0.0371
H -2.087 -2.459 1.003 0.6196 0.1322 1.5124 0.1096
H 0.506 0.602 2.799 -0.0724 -0.3938 0.8020 0.0966
H 1.131 1.817 1.661 -0.6935 -1.5550 0.7315 0.1356
```
Positions in Å, forces in eV/Å.

Output
**⟨S²⟩**: 2.007
**ΔE to the lowest compared entry with this formula, charge and spin**: 0.0 kJ/mol
**Spin multiplicity**: 3
**Total charge**: 0
**F_max**: 0.10165 Eh/bohr
**Frontier orbital gap (alpha / beta)**: 7.2 / 8.1 eV
**E_tot**: -19545.168 eV
**Molar mass**: 182.15 g/mol


Record 3
Entry from OMol25: a single C6H9FN2 molecule (the ωB97M-V functional and the def2-TZVPD basis).

Structure (XYZ):
```
18
Properties=species:S:1:pos:R:3:forces:R:3:lowdin_charge:R:1
C -0.799 -1.335 -0.813 -3.1424 -2.6516 -0.8525 -0.1322
N -0.082 -0.700 0.218 -0.7169 1.0286 -0.1688 -0.2126
C 0.885 -1.501 0.912 -0.3963 -2.5124 -0.9405 -0.0774
C 0.057 0.685 0.093 1.2772 0.3931 1.6368 -0.1888
C -0.900 1.648 -0.341 1.8749 2.0474 0.8817 -0.0086
C -0.361 2.919 -0.032 -2.8189 -0.6384 -1.7049 -0.1561
N 0.784 2.793 0.553 2.9310 -3.1250 1.2414 0.0696
C 1.120 1.438 0.619 -0.8845 0.5580 0.0102 -0.2203
F 2.157 1.110 1.435 -0.3469 -0.0627 -0.5351 0.0517
H -0.542 -1.192 -1.887 0.1534 0.5285 0.7160 0.0937
H -0.713 -2.416 -0.651 0.5437 0.0265 -0.1948 0.0618
H -1.988 -1.377 -0.739 2.0617 1.1952 -0.0401 0.1195
H 1.821 -1.564 0.358 0.3060 -0.1562 -0.0949 0.0877
H 1.115 -1.189 1.887 0.0921 0.8939 1.2929 0.0600
H 0.484 -2.591 1.045 0.6027 2.0094 -0.4101 0.1203
H -1.890 1.573 -0.643 -1.3069 -0.6999 -0.8174 0.0746
H -0.622 3.925 -0.274 -0.8862 0.1956 -0.2681 0.1113
H 1.406 3.492 0.847 0.6561 0.9700 0.2481 0.1458
```
Positions in Å, forces in eV/Å.

Output
**SMILES**: CN(C)c1cc[nH]c1F
**ΔE to the lowest compared entry with this formula, charge and spin**: 110.2 kJ/mol
**Total charge**: 0
**F_max**: 0.08675 Eh/bohr
**Frontier orbital gap**: 8.4 eV
**E_tot**: -12063.596 eV
**Molar mass**: 128.15 g/mol


Record 4
Entry from OMol25: a gas-phase ion, C6H9FN3O2S (charge +1) (the ωB97M-V functional and the def2-TZVPD basis).

Structure (XYZ):
```
22
Properties=species:S:1:pos:R:3:forces:R:3:lowdin_charge:R:1
C -0.621 0.817 3.154 -0.2556 0.0455 -2.6613 -0.0792
N -0.685 -0.585 2.688 -1.9029 -0.4664 -1.1706 -0.1708
S -1.622 -0.964 1.344 0.1186 -0.0629 -0.9263 0.7390
O -2.774 -0.106 1.110 1.4033 -0.6360 0.8273 -0.2879
O -1.742 -2.396 1.194 0.2939 1.3646 0.7870 -0.2578
C -0.584 -0.531 -0.202 -2.4762 1.0419 1.2468 -0.1287
N -1.350 0.099 -1.155 -1.0217 -0.6458 -0.1664 0.1021
C -0.963 0.132 -2.427 1.4596 0.0392 1.2234 -0.0479
C 0.246 -0.312 -2.780 2.5000 -0.5593 -1.1062 0.0209
C 1.171 -0.902 -1.869 -2.2601 0.4435 1.6851 -0.1870
N 2.310 -1.445 -2.203 4.0732 -1.2449 2.8339 0.1854
C 0.655 -0.927 -0.471 2.2267 -0.4759 -1.5693 -0.1618
F 1.458 -1.376 0.509 -0.3800 -0.0587 -0.7112 0.1084
H -1.505 1.450 3.151 -0.7110 -0.6979 -0.1045 0.0898
H -0.238 0.857 4.118 1.1448 -0.0970 1.5128 0.0723
H 0.017 1.232 2.380 0.5457 0.7711 0.5843 0.0838
H -0.768 -1.326 3.378 -0.0765 -0.0008 -0.1251 0.1211
H -2.331 0.380 -1.022 0.6463 -0.3327 1.0158 0.1775
H -1.475 0.652 -3.159 -1.7215 0.8831 -0.9462 0.1314
H 0.577 -0.089 -3.802 -0.1316 -0.4746 0.4006 0.1417
H 2.733 -1.472 -3.110 -0.5277 0.3095 -0.5843 0.1288
H 3.094 -1.723 -1.443 -2.9472 0.8544 -2.0456 0.2187
```
Positions in Å, forces in eV/Å.

Output
**SMILES**: CNS(=O)(=O)c1[nH]ccc(=[NH2+])c1F
**ΔE to the lowest compared entry with this formula, charge and spin**: 0.0 kJ/mol
**Total charge**: +1
**F_max**: 0.09949 Eh/bohr
**Frontier orbital gap (alpha / beta)**: 9.7 / 9.7 eV
**E_tot**: -28477.863 eV
**Molar mass**: 206.22 g/mol


Record 5
Entry from OMol25: a molecular structure, C6H9FNO (the ωB97M-V functional and the def2-TZVPD basis).

Structure (XYZ):
```
18
Properties=species:S:1:pos:R:3:forces:R:3:lowdin_charge:R:1
C -0.342 1.291 -0.549 2.8136 -1.5967 -1.8281 0.0454
C 1.166 -0.415 1.947 -0.7752 -0.7072 -2.8407 0.0015
C -0.706 -1.020 0.035 4.2791 -1.9505 -0.2455 -0.0337
C 0.953 0.740 0.133 -1.2752 -0.1787 1.4703 -0.1664
C 0.973 -1.776 -0.544 -2.9896 1.7232 -0.9148 -0.0101
C 0.690 -0.708 0.441 1.9512 -1.5775 1.2182 -0.3314
N -1.245 0.072 -0.641 0.1730 2.0925 -1.9401 0.0826
O 0.986 0.993 1.578 0.3437 0.1122 0.1819 -0.0522
F 1.034 -3.062 -0.264 0.3051 0.4286 0.2217 0.1081
H -0.817 1.888 0.123 -1.0702 2.3142 1.6071 0.1075
H -0.211 1.723 -1.575 -0.1186 -0.2422 1.1460 0.1646
H 0.346 -0.830 2.478 -0.4352 0.2274 1.5073 0.1070
H 2.149 -0.807 2.330 -0.7759 0.9698 -0.6963 0.1538
H -1.349 -1.624 0.586 -0.9004 -1.0903 0.6862 0.1359
H 1.923 0.941 -0.253 0.5134 0.5612 -0.8904 0.1600
H 1.159 -1.481 -1.613 0.0162 -0.6679 1.1345 0.1712
H -2.087 0.364 -0.225 -1.7571 0.1830 0.6436 0.1717
H -1.439 -0.034 -1.627 -0.2980 -0.6010 -0.4608 0.1844
```
Positions in Å, forces in eV/Å.

Output
**ΔE to the lowest compared entry with this formula, charge and spin**: 430.4 kJ/mol
**Total charge**: +1
**F_max**: 0.09158 Eh/bohr
**Frontier orbital gap**: 10.0 eV
**E_tot**: -12611.679 eV
**Molar mass**: 130.14 g/mol


Record 6
Entry from OMol25: 2 unconnected molecules or ions with the total composition C6H9FNS2 (the ωB97M-V functional and the def2-TZVPD basis).

Structure (XYZ):
```
19
Properties=species:S:1:pos:R:3:forces:R:3:lowdin_charge:R:1
C -2.409 0.443 1.350 -0.9531 0.3948 0.3113 -0.1462
C -1.196 -0.143 1.096 3.2261 0.5138 2.4408 -0.0931
C -2.962 0.989 0.232 -1.2338 -0.4184 -0.2678 -0.3584
C -0.717 0.024 -0.165 -2.4833 1.0849 -1.8051 -0.4843
C 1.196 -1.496 -0.175 0.8810 -2.6441 0.5417 -0.0110
C 0.386 -0.492 -0.826 0.3057 -0.1844 -0.2065 -0.4049
N 0.718 -0.221 -2.050 0.1745 -0.7127 1.3899 0.2592
F 3.503 0.741 0.052 -0.2803 0.1959 0.2004 -0.5332
S -1.958 0.831 -1.113 -0.1451 0.0655 -0.2313 1.1200
S 2.410 1.870 0.510 0.1449 0.0342 -0.7649 0.8066
H -2.967 0.567 2.260 0.3473 -0.4714 0.4860 0.1246
H -0.393 -0.293 1.857 -1.2281 -0.7633 -0.2312 0.1527
H -4.037 1.254 0.260 1.0191 0.4141 -0.6892 0.1152
H 0.570 -2.452 -0.051 0.7421 1.5094 0.4369 0.1540
H 2.041 -1.863 -0.805 -0.4356 0.6578 0.4826 0.1141
H 1.599 -1.077 0.767 -0.3125 -0.6518 -0.2887 0.1012
H 1.459 -0.761 -2.392 1.1762 -0.4591 -0.9917 0.1266
H 0.291 0.431 -2.618 -1.1140 1.6127 -1.3944 0.1022
H 2.467 1.649 1.812 0.1687 -0.1781 0.5812 -0.1453
```
Positions in Å, forces in eV/Å.

Output
**ΔE to the lowest compared entry with this formula, charge and spin**: 5.4 kJ/mol
**Total charge**: +1
**F_max**: 0.07930 Eh/bohr
**Frontier orbital gap**: 8.1 eV
**E_tot**: -32237.902 eV
**Molar mass**: 178.28 g/mol